Here is C29H40N5O9P2SSiTa as an isolated structure at a distorted geometry from OMol25. Energies are from ωB97M-V/def2-TZVPD.

Geometry as XYZ:
```
88
C29H40N5O9P2SSiTa ωB97M-V/def2-TZVPD
Ta -0.5986 0.0329 -0.0059
O -0.5257 1.2468 3.6260
P -1.5922 1.4929 2.4884
O -2.6482 2.4405 2.7781
O -0.7489 1.6390 1.1764
O -2.1518 -0.0570 2.2223
P -3.3381 -0.4268 1.1306
O -4.5099 0.5658 1.3903
O -3.6378 -1.8550 1.1584
O -2.5758 0.1328 -0.1290
H -0.8121 1.6378 4.4656
H -5.3225 0.1467 1.7127
C 3.7561 0.5141 -1.1773
Si 2.4084 -0.7431 -1.4545
C 2.5310 -1.6880 -3.0830
C 2.5612 -2.0626 -0.1122
N 0.8117 0.2019 -1.3959
C 0.7116 1.1242 -2.4929
C 1.5947 1.2301 -3.5703
C 1.4302 2.2233 -4.5229
C 0.3975 3.1424 -4.4216
C -0.5010 3.0568 -3.3727
C -0.3348 2.0316 -2.4579
O -1.1560 1.8465 -1.3537
C -2.4496 2.4539 -1.4198
C -3.2868 2.1607 -2.4827
C -4.5455 2.7413 -2.5008
C -4.9419 3.5873 -1.4723
C -4.0738 3.8736 -0.4327
C -2.8014 3.3118 -0.4016
H 4.6812 0.0008 -0.9128
H 3.4816 1.1640 -0.3437
H 3.9616 1.1560 -2.0299
H 2.8968 -2.6934 -2.8746
H 3.2217 -1.2471 -3.7976
H 1.5721 -1.7771 -3.5932
H 3.3353 -1.7577 0.5907
H 2.8972 -2.9859 -0.5830
H 1.6781 -2.2800 0.4772
H 2.4322 0.5708 -3.6840
H 2.1307 2.2816 -5.3429
H 0.2910 3.9299 -5.1527
H -1.3059 3.7666 -3.2680
H -2.9537 1.5373 -3.3007
H -5.2118 2.5407 -3.3277
H -5.9248 4.0361 -1.4950
H -4.3735 4.5427 0.3609
H -2.1130 3.5441 0.3930
C -1.4821 -3.2226 2.7137
S -1.2522 -3.2515 0.9525
C 0.0962 -4.4067 0.8863
O -0.5588 -1.8789 0.6581
H -0.5790 -2.8306 3.1754
H -1.6555 -4.2558 3.0162
H -2.3546 -2.6199 2.9216
H -0.3489 -5.3623 1.1661
H 0.8986 -4.1421 1.5710
H 0.4524 -4.4722 -0.1364
N 1.1540 -0.0495 1.3376
C 1.9182 0.2166 2.1744
N 2.7750 0.4906 3.0822
C 3.3468 1.8658 3.1604
C 4.0872 2.0068 4.4803
C 3.2277 1.5231 5.6410
C 2.8278 0.0413 5.4908
C 3.1643 -0.4982 4.1087
H 2.5110 2.5672 3.1089
H 3.9996 2.0221 2.3001
H 4.3467 3.0584 4.6043
H 5.0330 1.4630 4.4392
H 2.3294 2.1423 5.6924
H 3.7563 1.6791 6.5796
H 1.7588 -0.0817 5.6698
H 3.3394 -0.5811 6.2257
H 2.6438 -1.4291 3.8846
H 4.2333 -0.6807 3.9863
N -3.1458 -4.8088 -5.6219
C -2.7611 -4.0792 -4.8272
C -2.2814 -3.1653 -3.8301
C -1.1050 -3.4365 -3.1347
C -0.6915 -2.5303 -2.1805
N -1.3592 -1.4118 -1.8810
C -2.4856 -1.1631 -2.5529
C -2.9785 -2.0022 -3.5400
H -0.5263 -4.3245 -3.3402
H 0.2392 -2.6926 -1.6544
H -3.0267 -0.2735 -2.2754
H -3.8936 -1.7565 -4.0576
```

The calculation puts the orbital gap at 7.522 eV. The net charge is +2. As for the total energy: -95440.13987 eV. The calculation puts the energy relative to the best compared isomer or geometry (same formula, charge and spin) at 1.166 eV. The value obtained for the LUMO energy is -0.2159 Ha.

Charges per atom according to Mulliken partitioning, unit e:
1. Ta 2.061
2. O -0.277
3. P 0.780
4. O -0.671
5. O -0.481
6. O -0.374
7. P 0.727
8. O -0.474
9. O -0.855
10. O -0.202
11. H 0.329
12. H 0.398
13. C -1.371
14. Si 1.224
15. C -1.604
16. C -0.818
17. N 1.511
18. C 1.070
19. C -0.831
20. C -1.431
21. C -0.862
22. C -1.112
23. C 1.063
24. O -0.502
25. C 0.445
26. C 0.177
27. C -1.241
28. C -0.711
29. C -0.866
30. C -0.491
31. H 0.404
32. H 0.188
33. H 0.423
34. H 0.557
35. H 0.528
36. H 0.445
37. H 0.426
38. H 0.507
39. H -0.307
40. H 0.324
41. H 0.464
42. H 0.485
43. H 0.606
44. H 0.801
45. H 0.470
46. H 0.469
47. H 0.498
48. H 0.571
49. C -0.885
50. S 0.608
51. C -0.955
52. O -0.921
53. H 0.207
54. H 0.578
55. H 0.282
56. H 0.593
57. H 0.279
58. H 0.288
59. N -0.434
60. C -0.243
61. N 0.438
62. C -0.538
63. C -0.931
64. C -0.573
65. C -0.589
66. C -0.806
67. H 0.428
68. H 0.365
69. H 0.424
70. H 0.373
71. H 0.272
72. H 0.351
73. H 0.212
74. H 0.416
75. H 0.404
76. H 0.420
77. N -0.382
78. C -0.355
79. C 0.405
80. C -1.474
81. C -0.566
82. N 0.853
83. C -0.524
84. C -1.197
85. H 0.614
86. H 0.751
87. H 0.753
88. H 0.591